Record 1
An isolated ion of composition C3H10N3 and charge +1 in a non-equilibrium geometry, computed with ωB97M-V/def2-TZVPD.

Bonds (Å) are listed after each position.
Atoms and positions in Å:
1 C 0.15850 0.32819 -1.78488  N2 1.466, H7 1.089, H8 1.069, H9 1.181
2 N 0.64620 -0.44343 -0.63713  C1 1.466, N3 1.380, H10 0.979
3 N 0.21085 -0.07052 0.61834  N2 1.380, C4 1.393, C5 1.434
4 C 0.57819 1.11698 1.24639  N3 1.393, H11 1.136, H12 1.072, H13 1.085
5 C -0.77929 -0.99214 1.09497  N3 1.434, N6 1.286, H14 1.079
6 N -1.10042 -2.08464 0.49834  C5 1.286, H15 0.978, H16 1.050
7 H 0.76159 0.16972 -2.67732  C1 1.089
8 H -0.89330 0.15305 -1.86330  C1 1.069
9 H 0.16090 1.45199 -1.42250  C1 1.181
10 H 1.61958 -0.52764 -0.70013  N2 0.979
11 H 1.38257 1.05120 2.04595  C4 1.136
12 H 0.94454 1.77917 0.48727  C4 1.072
13 H -0.22561 1.59784 1.79378  C4 1.085
14 H -1.37024 -0.64896 1.92944  C5 1.079
15 H -1.87487 -2.64349 0.70878  N6 0.978
16 H -0.60697 -2.01389 -0.42603  N6 1.050

Calculated values
Frontier orbital gap   10.4 eV
Largest force on an atom   0.1280 Eh/bohr
DFT total energy   -7735.3521 eV
HOMO energy   -14.318 eV
Multiplicity   1
Energy relative to the best compared isomer or geometry (same formula, charge and spin)   67.2 kcal/mol
LUMO   -3.89 eV
Charge   +1

Mulliken population analysis, charges in e, atoms 1 to 6: C -0.70; N -0.55; N 0.31; C -0.81; C -0.04; N -0.19

=====

Record 2
An isolated ion of composition C3H10N3 and charge +1 in a non-equilibrium geometry, computed with ωB97M-V/def2-TZVPD.

Bonds (Å) are listed after each position.
Atoms and positions in Å:
1 C 1.86740 1.65018 -0.62570  N2 1.413, H7 1.047, H8 1.086, H9 1.097
2 N 1.16250 0.45552 -0.89706  C1 1.413, N3 1.440, H10 0.975
3 N 0.21610 0.24249 0.16746  N2 1.440, C4 1.301, H11 1.008
4 C -0.66771 -0.71117 0.19629  N3 1.301, C5 1.533, N6 1.297
5 C -1.67242 -0.77240 1.35292  C4 1.533, H12 1.028, H13 1.063, H14 1.069
6 N -0.74348 -1.75006 -0.57677  C4 1.297, H15 1.013, H16 1.067
7 H 2.75125 1.66758 -1.18689  C1 1.047
8 H 1.30806 2.53209 -0.92535  C1 1.086
9 H 2.23250 1.87335 0.38423  C1 1.097
10 H 0.69825 0.72135 -1.71183  N2 0.975
11 H 0.35580 0.85505 0.95561  N3 1.008
12 H -1.46736 -0.08438 2.08865  C5 1.028
13 H -1.82254 -1.76448 1.70326  C5 1.063
14 H -2.59013 -0.45209 0.90901  C5 1.069
15 H -1.51017 -2.40036 -0.45094  N6 1.013
16 H -0.11804 -2.06268 -1.38289  N6 1.067

Calculated values
Frontier orbital gap   10.9 eV
Largest force on an atom   0.0768 Eh/bohr
DFT total energy   -7735.9535 eV
HOMO energy   -13.924 eV
Multiplicity   1
Energy relative to the best compared isomer or geometry (same formula, charge and spin)   53.3 kcal/mol
LUMO   -3.06 eV
Charge   +1

Mulliken population analysis, charges in e, atoms 1 to 6: C -0.95; N -0.48; N 0.04; C 0.87; C -1.39; N -0.37

=====

Record 3
An isolated ion of composition C3H10N3 and charge +1 in a non-equilibrium geometry, computed with ωB97M-V/def2-TZVPD.

Bonds (Å) are listed after each position.
Atoms and positions in Å:
1 C -0.11024 0.13882 0.82362  C2 1.578, C3 1.559, H7 1.061, H8 1.108
2 C -0.09531 -1.43862 0.87267  C1 1.578, N4 1.538, H9 1.097
3 C 0.55170 1.04026 -0.26284  C1 1.559, N5 1.319, N6 1.356
4 N -1.36010 -1.94846 0.16169  C2 1.538, H10 1.045, H11 1.008, H16 0.966
5 N 0.72905 0.59817 -1.49297  C3 1.319, H12 0.978, H13 1.010
6 N 1.05652 2.27352 -0.01299  C3 1.356, H14 0.995, H15 0.948
7 H -1.13955 0.38066 0.73393  C1 1.061
8 H 0.27350 0.41894 1.82499  C1 1.108
9 H 0.80154 -2.04215 0.68343  C2 1.097
10 H -2.13404 -1.28332 0.38721  N4 1.045
11 H -1.51473 -2.62949 0.88854  N4 1.008
12 H 1.09862 1.30577 -2.05767  N5 0.978
13 H 0.80862 -0.34031 -1.85907  N5 1.010
14 H 1.57767 2.83740 -0.64543  N6 0.995
15 H 0.74847 2.74351 0.75090  N6 0.948
16 H -1.29172 -2.05470 -0.79599  N4 0.966

Calculated values
Frontier orbital gap   7.3 eV
Largest force on an atom   0.0860 Eh/bohr
DFT total energy   -7733.9592 eV
HOMO energy   -10.545 eV
Multiplicity   1
Energy relative to the best compared isomer or geometry (same formula, charge and spin)   99.3 kcal/mol
LUMO   -3.26 eV
Charge   +1

Mulliken population analysis, charges in e, atoms 1 to 6: C -0.68; C -0.83; C 0.75; N -0.35; N -0.29; N -0.36